[1]
91
Properties=species:S:1:pos:R:3 method="wB97M-V/def2-TZVPD" total_charge=+2 de_lowest_kj_mol=44.6 homo_energy_ev=-12.92 lumo_energy_ev=-4.67 orbital_gap_ev=8.2
La -0.643 -0.334 0.983
C -3.184 -3.098 1.011
C -2.281 -3.355 2.219
N -0.954 -2.680 2.170
C 0.154 -3.573 1.769
C -0.020 -4.042 0.343
N -0.194 -2.907 -0.576
C -0.497 -3.345 -1.958
C -1.557 -2.525 -2.668
C -1.305 -1.026 -2.733
N -1.777 -0.281 -1.534
C -3.256 -0.208 -1.485
C -3.741 0.304 -0.149
N -3.260 -0.559 0.951
C -4.026 -1.834 1.094
H -3.868 -3.944 0.910
H -2.586 -3.071 0.097
H -2.780 -3.001 3.122
H -2.125 -4.429 2.348
H -0.747 -2.385 3.116
H 0.217 -4.437 2.436
H 1.089 -3.016 1.871
H -0.912 -4.666 0.264
H 0.827 -4.678 0.062
H 0.684 -2.406 -0.624
H -0.836 -4.381 -1.914
H 0.426 -3.358 -2.549
H -2.533 -2.731 -2.222
H -1.629 -2.897 -3.692
H -1.794 -0.608 -3.618
H -0.234 -0.828 -2.827
H -1.450 0.671 -1.682
H -3.655 -1.208 -1.652
H -3.644 0.421 -2.291
H -4.834 0.342 -0.163
H -3.382 1.322 0.031
H -3.393 -0.042 1.815
H -4.802 -1.857 0.327
H -4.546 -1.800 2.053
F -0.513 -1.829 5.722
C -0.672 -0.516 5.877
F -1.726 -0.262 6.622
F 0.414 0.023 6.383
S -0.984 0.143 4.185
O 0.179 -0.230 3.337
O -2.195 -0.495 3.702
N -1.091 1.692 4.397
S -0.912 2.457 3.018
O -1.655 1.738 1.940
O 0.445 2.770 2.679
C -1.807 4.086 3.301
F -2.541 4.032 4.386
F -2.564 4.320 2.241
F -0.869 5.005 3.406
C 5.612 -1.905 -2.157
N 4.327 -1.487 -1.606
C 3.947 -1.523 -0.205
C 2.546 -0.968 -0.285
O 1.800 -0.863 0.716
N 2.191 -0.707 -1.544
C 3.291 -1.020 -2.291
N 3.302 -0.864 -3.609
H 6.261 -2.191 -1.335
H 6.091 -1.083 -2.690
H 5.494 -2.765 -2.817
H 4.586 -0.885 0.411
H 3.951 -2.530 0.216
H 2.497 -0.467 -4.062
H 4.112 -1.069 -4.167
C 2.717 3.552 -2.313
N 1.370 3.407 -2.871
C 0.593 4.600 -2.519
N 0.545 4.856 -1.082
C 1.914 4.966 -0.573
N 2.742 3.792 -0.871
C 2.310 2.623 -0.117
P 0.562 2.136 -0.529
C 0.724 2.194 -2.388
C -0.208 3.829 -0.371
H 3.195 4.398 -2.807
H 3.298 2.652 -2.536
H -0.423 4.494 -2.902
H 1.055 5.459 -3.005
H 1.889 5.121 0.506
H 2.380 5.836 -1.037
H 2.378 2.813 0.954
H 2.970 1.783 -0.345
H -0.275 2.123 -2.833
H 1.288 1.318 -2.705
H -0.263 4.105 0.679
H -1.229 3.788 -0.759

[2]
76
Properties=species:S:1:pos:R:3 method="wB97M-V/def2-TZVPD" de_lowest_kj_mol=0.0 homo_energy_ev="-7.53 / -8.27" lumo_energy_ev="0.02 / 0.02" multiplicity=2 orbital_gap_ev="7.6 / 8.3"
C -3.212 6.921 1.190
C -3.715 7.472 -0.110
H -2.367 7.506 1.568
H -2.884 5.888 1.054
H -3.992 6.957 1.964
C -3.867 8.795 -0.318
C -3.583 9.859 0.683
H -4.240 9.170 -1.265
H -2.586 9.784 1.112
H -4.283 9.859 1.516
H -3.682 10.853 0.244
Ce -1.371 1.320 0.013
Cl -2.561 -0.649 1.043
Cl -3.704 2.343 -0.540
C -2.676 0.248 -2.716
O -1.627 0.701 -2.154
N -2.865 0.291 -4.026
C -1.830 0.691 -4.984
C -4.242 0.293 -4.486
H -3.506 -0.164 -2.124
H -0.902 0.125 -4.815
H -1.646 1.772 -4.929
H -2.242 0.450 -5.971
H -4.838 -0.311 -3.789
H -4.283 -0.121 -5.498
H -4.642 1.319 -4.518
H 2.858 3.234 2.469
H 0.753 4.806 0.942
C 3.313 3.386 1.477
C 1.649 4.746 0.292
N 2.301 3.455 0.435
H 3.985 2.552 1.255
C 1.811 2.290 -0.006
O 0.721 2.139 -0.620
H 1.360 4.952 -0.734
H 2.443 1.411 0.234
H 3.859 4.329 1.471
H 2.372 5.496 0.631
O -2.876 5.663 -1.392
C -4.075 6.406 -1.159
C -3.995 7.847 -3.266
C -4.695 6.957 -2.440
H -2.994 8.187 -2.964
C -4.596 8.323 -4.435
H -4.745 5.685 -0.657
C -5.991 6.570 -2.784
H -4.003 8.949 -5.101
C -5.907 7.972 -4.743
C -6.614 7.109 -3.909
H -6.495 5.855 -2.134
H -6.370 8.359 -5.652
H -7.630 6.802 -4.147
Si -2.259 4.941 -2.762
Cl -1.017 3.595 1.604
C -1.319 6.139 -3.828
C -3.574 4.024 -3.727
C -0.933 3.835 -2.133
H -1.951 6.736 -4.499
H -0.614 5.561 -4.444
H -0.726 6.806 -3.187
H -0.253 4.370 -1.479
H -0.385 3.304 -2.915
H -1.556 3.125 -1.575
H -4.303 4.714 -4.177
H -4.128 3.321 -3.086
H -3.117 3.454 -4.550
C 1.619 -2.950 -1.419
S 0.823 -2.085 -0.025
C 2.361 -1.957 0.919
O 0.410 -0.689 -0.459
H 1.960 -3.910 -1.023
H 2.482 -2.373 -1.771
H 0.878 -3.122 -2.205
H 3.194 -1.770 0.223
H 2.262 -1.153 1.661
H 2.541 -2.917 1.427

[3]
89
Properties=species:S:1:pos:R:3 method="wB97M-V/def2-TZVPD" total_charge=+1 de_lowest_kj_mol=0.0 homo_energy_ev=-12.48 lumo_energy_ev=-3.33 orbital_gap_ev=9.2
C 0.283 1.255 -0.321
C 0.394 -0.254 -0.087
F 1.105 -0.804 -1.100
N -0.920 -0.926 0.017
C -1.358 -1.961 -0.719
C -0.672 -2.726 -1.800
C 0.341 -3.737 -1.213
C -0.335 -4.927 -0.502
C -0.585 -6.088 -1.446
O -1.725 -5.865 -2.278
N -2.601 -2.257 -0.359
C -2.978 -1.383 0.650
S -4.609 -1.513 1.276
O -4.722 -0.963 2.585
O -5.059 -2.853 1.083
C -5.499 -0.401 0.089
F -4.999 0.821 0.241
F -5.125 -0.839 -1.118
F -6.786 -0.424 0.249
C -1.932 -0.544 0.911
C -1.891 0.567 1.911
C -1.892 0.146 3.410
C -1.595 -1.313 3.699
F -1.846 -1.541 5.048
H 0.747 1.735 0.535
H 0.793 1.525 -1.236
H -0.746 1.595 -0.330
H 0.924 -0.459 0.840
H -0.225 -2.055 -2.525
H -1.449 -3.288 -2.313
H 1.001 -4.072 -2.004
H 0.918 -3.207 -0.458
H 0.350 -5.248 0.280
H -1.271 -4.608 -0.047
H 0.287 -6.300 -2.055
H -0.769 -6.984 -0.849
H -2.487 -6.108 -1.747
H -3.168 -2.980 -0.779
H -1.055 1.234 1.760
H -2.784 1.161 1.731
H -1.128 0.732 3.909
H -2.825 0.397 3.901
H -0.534 -1.527 3.566
H -2.238 -2.005 3.166
C 2.829 3.849 8.984
C 2.933 3.645 7.488
O 2.587 2.301 7.110
C 1.285 2.038 7.065
O 0.391 2.814 7.276
O 1.132 0.753 6.731
C -0.228 0.309 6.717
H 3.421 3.101 9.512
H 3.188 4.840 9.257
H 1.797 3.751 9.321
H 3.962 3.781 7.162
H 2.315 4.357 6.943
H -0.846 0.961 6.107
H -0.622 0.271 7.732
H -0.228 -0.688 6.302
C 6.078 5.527 -2.983
C 6.169 4.361 -2.023
O 4.909 3.674 -1.901
C 4.614 2.847 -2.896
O 5.293 2.603 -3.855
O 3.409 2.314 -2.647
C 2.931 1.448 -3.676
H 5.266 6.195 -2.694
H 7.012 6.088 -2.985
H 5.880 5.185 -3.998
H 6.404 4.715 -1.021
H 6.948 3.659 -2.317
H 3.657 0.676 -3.919
H 2.678 2.018 -4.568
H 2.030 0.976 -3.291
C -3.223 0.226 -3.999
C -3.322 -1.061 -4.792
O -2.746 -0.921 -6.091
C -1.413 -0.980 -6.114
O -0.700 -1.159 -5.155
O -1.012 -0.812 -7.365
C 0.408 -0.787 -7.544
H -3.662 1.057 -4.551
H -3.743 0.126 -3.045
H -2.181 0.479 -3.802
H -4.366 -1.325 -4.952
H -2.849 -1.893 -4.267
H 0.873 -1.663 -7.099
H 0.824 0.122 -7.112
H 0.584 -0.789 -8.615

[4]
17
Properties=species:S:1:pos:R:3 method="wB97M-V/def2-TZVPD" total_charge=-1 de_lowest_kj_mol=82.9 homo_energy_ev=-2.75 lumo_energy_ev=3.98 orbital_gap_ev=6.7
N 1.365 -2.948 0.536
C 0.486 -1.928 0.913
N -0.639 -2.173 1.425
H 1.089 -3.842 0.919
H 2.347 -2.751 0.560
H 0.837 -0.942 0.606
H -1.063 -1.262 1.684
C -0.321 1.871 -1.241
C -1.394 1.019 -0.544
S -1.451 1.212 1.256
N 0.973 1.720 -0.582
H -0.682 2.914 -1.214
H -0.212 1.620 -2.304
H -1.271 -0.029 -0.837
H -2.369 1.348 -0.916
H 0.758 1.621 0.413
H 1.548 2.550 -0.673

[5]
10
Properties=species:S:1:pos:R:3 method="wB97M-V/def2-TZVPD" de_lowest_kj_mol=419.4 homo_energy_ev="-8.94 / -8.93" lumo_energy_ev="-0.60 / -1.32" orbital_gap_ev="8.3 / 7.6"
C 0.273 0.923 1.339
C 0.129 0.127 0.313
C -1.316 -0.305 -0.402
C 1.257 -0.239 -0.703
Br -1.967 -1.900 0.147
Br -2.566 1.288 -0.202
H -0.202 1.327 2.228
H 0.905 -0.073 -1.633
H 1.199 -1.311 -0.669
H 2.288 0.164 -0.417

[6]
54
Properties=species:S:1:pos:R:3 method="wB97M-V/def2-TZVPD" total_charge=-1 de_lowest_kj_mol=703.4 homo_energy_ev=-6.64 lumo_energy_ev=2.45 orbital_gap_ev=9.1
O 0.945 -1.005 2.382
C 0.341 -1.949 1.782
N 0.102 -1.817 0.411
C 0.197 -0.479 -0.278
O -0.877 -0.133 -0.910
C -0.076 -3.351 2.196
H -0.375 -2.663 -0.008
H 0.971 -0.779 -1.096
H 0.291 0.339 0.618
H 0.719 -4.093 1.958
H -0.191 -3.339 3.350
H -1.075 -3.508 1.669
H -2.063 -1.146 -1.068
H -3.291 -0.733 -0.532
O -2.932 -1.552 -1.074
H 2.119 1.526 -3.385
H 0.802 1.303 -2.719
O 1.845 1.030 -2.700
H 1.986 3.725 -0.163
H 2.454 3.428 1.139
O 2.162 4.228 0.677
H -3.065 0.429 1.034
H -3.273 1.621 -0.064
O -3.472 0.640 0.239
H -1.023 0.412 3.280
H -1.110 -0.275 1.835
O -1.526 -0.167 2.762
H 1.712 -2.117 -2.565
H 1.909 -3.493 -2.414
O 1.693 -2.877 -3.159
H -0.073 3.599 3.191
H 1.231 2.606 3.010
O 0.392 2.845 3.457
H 2.619 1.351 -1.216
H 2.908 1.050 0.187
O 3.163 1.647 -0.482
H -3.185 -2.471 0.362
H -2.972 -2.240 1.908
O -3.103 -2.978 1.233
H 2.890 1.356 1.783
H 2.944 0.529 2.939
O 3.054 1.477 2.775
H -2.786 0.652 -2.750
H -3.664 -0.592 -2.935
O -3.456 0.276 -3.279
H -1.200 1.300 -0.365
H -0.888 2.726 -0.773
O -1.333 2.205 -0.178
H 2.941 -0.752 -1.867
H 4.100 -0.053 -0.975
O 3.646 -0.921 -1.177
H -0.650 0.436 -2.279
H -1.645 1.523 -2.752
O -0.835 1.222 -3.013